Entry 1:
15
Properties=species:S:1:pos:R:3 method="wB97M-V/def2-TZVPD" e_above_lowest_kcal_mol=102.10 e_homo_ev=-8.02
C 2.336 0.547 -0.040
O 0.949 0.425 -0.167
C 0.532 -0.925 -0.171
C -0.932 -1.102 -0.333
C -2.467 0.291 0.579
N -1.528 0.080 -0.514
H 2.833 0.053 -0.886
H 2.700 0.094 0.896
H 2.575 1.612 -0.042
H 0.669 -1.355 0.843
H 1.112 -1.544 -0.863
H -2.558 -0.701 1.025
H -1.948 0.941 1.295
H -3.440 0.694 0.315
H -0.936 0.891 -0.707

***

Entry 2:
15
Properties=species:S:1:pos:R:3 method="wB97M-V/def2-TZVPD" e_above_lowest_kcal_mol=51.42 e_homo_ev=-9.15
C -2.297 0.124 -0.608
N -0.413 0.277 0.759
C -0.867 -0.348 -0.467
C 0.760 0.162 1.192
C 2.066 -0.096 0.492
O 2.085 0.115 -0.899
H -2.831 -0.374 -1.417
H -2.774 -0.096 0.353
H -2.328 1.211 -0.734
H -0.872 -1.413 -0.198
H -0.229 -0.272 -1.358
H 0.841 0.274 2.272
H 2.411 -1.120 0.669
H 2.762 0.578 1.015
H 1.684 0.977 -1.073

***

Entry 3:
15
Properties=species:S:1:pos:R:3 method="wB97M-V/def2-TZVPD" smiles=C[C@@H]1NC[C@@H]1O e_above_lowest_kcal_mol=53.72 e_homo_ev=-9.53
C 1.308 -0.998 -0.853
C -1.016 -0.465 0.362
O -0.447 -0.947 1.550
C 0.133 -0.085 -0.594
C -1.119 1.126 0.543
N 0.345 1.044 0.336
H 1.709 -1.400 0.082
H 1.012 -1.836 -1.493
H 2.100 -0.446 -1.373
H -1.809 -1.139 0.006
H 0.235 -0.213 1.641
H -0.324 0.255 -1.536
H -1.421 1.531 1.519
H -1.597 1.724 -0.253
H 0.890 1.848 0.063

***

Entry 4:
15
Properties=species:S:1:pos:R:3 method="wB97M-V/def2-TZVPD" smiles="CC(C)NC=O" e_above_lowest_kcal_mol=23.09 e_homo_ev=-9.64
C 0.920 -1.311 1.473
N -0.142 -0.575 1.051
C -1.485 0.317 -0.817
C -0.212 0.530 0.032
C 1.041 0.722 -0.817
O 2.076 -1.142 1.175
H 0.584 -2.078 2.180
H -1.048 -0.980 1.171
H -1.867 -0.705 -0.714
H -1.267 0.511 -1.862
H -2.289 0.938 -0.448
H -0.357 1.402 0.665
H 1.847 0.125 -0.422
H 0.833 0.494 -1.849
H 1.365 1.752 -0.817

***

Entry 5:
15
Properties=species:S:1:pos:R:3 method="wB97M-V/def2-TZVPD" smiles="CCO/C=N/C" e_above_lowest_kcal_mol=32.17 e_homo_ev=-9.64
C -2.729 -0.233 0.120
C -1.279 -0.331 -0.302
O -0.608 0.829 0.199
C 0.730 0.786 0.208
N 1.414 -0.208 -0.162
C 2.852 -0.097 -0.034
H -2.818 -0.285 1.209
H -3.168 0.710 -0.218
H -3.298 -1.060 -0.317
H -0.794 -1.228 0.095
H -1.171 -0.354 -1.393
H 1.132 1.732 0.590
H 3.336 -0.623 -0.862
H 3.183 -0.577 0.895
H 3.217 0.940 -0.027

***

Entry 6:
15
Properties=species:S:1:pos:R:3 method="wB97M-V/def2-TZVPD" smiles=C[C@@H](O)[C@H]1CN1 e_above_lowest_kcal_mol=42.23 e_homo_ev=-9.72
C 1.397 1.250 -0.334
C 0.505 0.096 -0.786
O 1.163 -1.142 -0.623
C -0.795 0.108 0.003
C -1.541 -1.132 0.297
N -0.676 -0.526 1.314
H 2.352 1.221 -0.866
H 0.924 2.223 -0.512
H 1.594 1.159 0.741
H 0.282 0.183 -1.856
H 1.173 -1.299 0.336
H -1.370 1.033 -0.065
H -1.174 -2.076 -0.093
H -2.620 -1.059 0.423
H -1.216 -0.039 2.021